Molecular formula: C46H63KNO3PSi3
Method: DFT, the ωB97M-V functional and the def2-TZVPD basis

```
118
C46H63KNO3PSi3 | OMol25 | the ωB97M-V functional and the def2-TZVPD basis
K -0.27 -0.76 -0.28
O -1.20 3.00 1.74
C -1.76 3.04 2.95
C -2.33 1.66 3.43
C -1.43 0.43 3.39
C -1.96 -0.81 3.74
C -1.13 -1.92 3.75
C 0.20 -1.78 3.40
C 0.66 -0.52 3.05
C 2.08 -0.19 2.64
C 2.69 -1.14 1.55
O 1.69 -1.73 0.83
C 3.59 -2.23 2.18
C 3.56 -2.56 3.53
C 4.30 -3.63 4.04
C 5.10 -4.39 3.19
C 5.14 -4.08 1.84
C 4.39 -3.02 1.35
C 3.53 -0.19 0.65
C 4.91 -0.01 0.73
C 5.57 0.89 -0.11
C 4.86 1.63 -1.04
C 3.48 1.49 -1.11
C 2.84 0.59 -0.28
N -0.15 0.55 3.04
C -0.78 3.65 4.00
C -0.24 2.95 5.08
C 0.70 3.54 5.92
C 1.13 4.84 5.70
C 0.59 5.55 4.63
C -0.35 4.96 3.80
C -3.02 3.98 2.96
C -3.85 4.19 4.07
C -4.95 5.04 3.99
C -5.24 5.70 2.81
C -4.42 5.50 1.70
C -3.32 4.65 1.78
H -3.20 1.46 2.79
H -2.72 1.72 4.45
H -3.01 -0.90 4.01
H -1.53 -2.90 4.01
H 0.85 -2.65 3.35
H 2.73 -0.12 3.52
H 2.01 0.82 2.25
H 2.95 -1.99 4.22
H 4.25 -3.87 5.09
H 5.68 -5.22 3.58
H 5.74 -4.66 1.16
H 4.41 -2.80 0.29
H 5.48 -0.57 1.46
H 6.65 1.00 -0.03
H 5.38 2.32 -1.70
H 2.90 2.08 -1.81
H 1.76 0.50 -0.33
H -0.55 1.93 5.28
H 1.12 2.96 6.75
H 1.87 5.29 6.35
H 0.91 6.57 4.44
H -0.74 5.51 2.95
H -3.62 3.71 5.01
H -5.58 5.19 4.87
H -6.10 6.36 2.74
H -4.64 6.01 0.77
H -2.66 4.45 0.94
C -3.00 1.40 -0.44
O -2.36 0.45 -1.30
Si -1.78 0.82 -2.84
C -3.11 1.80 -3.74
C -0.41 2.09 -2.60
C -1.31 -0.74 -3.56
Si -0.04 -0.68 -4.82
C 1.62 0.01 -4.23
C 0.39 -2.38 -5.53
C -0.46 0.38 -6.34
Si -2.68 -1.89 -3.76
C -4.17 -1.56 -2.65
C -3.41 -1.95 -5.51
C -2.28 -3.70 -3.38
H -3.57 2.14 -1.01
H -2.28 1.92 0.20
H -3.71 0.86 0.20
H -3.37 2.74 -3.23
H -4.03 1.23 -3.87
H -2.73 2.05 -4.74
H -0.82 2.97 -2.09
H 0.02 2.40 -3.56
H 0.42 1.72 -1.97
H 1.79 -0.17 -3.17
H 1.69 1.10 -4.39
H 2.45 -0.45 -4.78
H 0.79 -3.03 -4.75
H 1.15 -2.28 -6.31
H -0.48 -2.89 -5.97
H -0.66 1.41 -6.03
H -1.36 0.00 -6.84
H 0.37 0.40 -7.07
H -4.53 -0.52 -2.71
H -3.92 -1.74 -1.60
H -5.00 -2.22 -2.93
H -3.78 -0.97 -5.82
H -4.25 -2.66 -5.55
H -2.66 -2.27 -6.24
H -1.70 -3.78 -2.46
H -1.69 -4.16 -4.19
H -3.20 -4.27 -3.27
C 0.79 -4.84 -2.18
P 1.14 -3.53 -0.87
C 1.84 -4.75 0.32
C 2.62 -2.90 -1.79
H 1.66 -5.47 -2.38
H 0.49 -4.36 -3.11
H -0.04 -5.48 -1.86
H 2.76 -5.20 -0.06
H 1.10 -5.54 0.43
H 2.03 -4.30 1.29
H 3.34 -3.70 -1.98
H 3.10 -2.07 -1.28
H 2.26 -2.53 -2.76
```

Calculated values
Kohn-Sham gap in eV: 6.14
Relative energy (zero: lowest compared OMol25 entry of this formula, charge and spin) in kcal per mole: 29.5
Net charge: -2
2S+1: 1
Molar mass in g/mol: 832.34